Entry 1:
# C5H14O2Si

A 2-piece molecular cluster, C5H14O2Si overall (ωB97M-V/def2-TZVPD, the Open Molecules 2025 dataset).

```
! wB97M-V def2-TZVPD RIJCOSX def2/J DEFGRID3
* xyz 0 1
C -2.0168 1.4253 -0.3764
C -1.3020 -1.7097 -0.2043
C -0.0810 -0.4854 1.5920
C -0.6643 0.7250 -0.5507
C -0.4921 -0.5682 0.1141
O 2.5646 1.4014 0.2137
O 1.2519 -1.0127 -0.5808
Si 2.5545 -0.0329 -0.5223
H -2.7535 1.0711 -1.0282
H -1.8373 2.3919 -0.5505
H -2.4161 1.2890 0.5522
H -1.2577 -1.8341 -1.2389
H -1.0367 -2.5409 0.4201
H -2.4270 -1.5228 0.0288
H 0.6307 0.4440 1.7287
H -0.9181 -0.3479 2.2941
H 0.5996 -1.4267 1.7194
H 0.2197 1.3124 -0.2958
H -0.7608 0.4552 -1.6293
H 3.4622 1.8256 0.5414
H 3.8860 -0.7366 -0.2369
H 2.7941 -0.1228 -1.9903
*
```

Results
**Gap between HOMO and LUMO**: 9.279 eV
**HOMO**: -0.322 hartree
**LUMO energy**: 0.019 hartree
**Energy above the lowest of the compared OMol25 structures with the same formula, charge and spin**: 2.264 eV
**Total energy**: -638.8392 Eh

Löwdin atomic charge list, values in e, 8 entries: atom 1 (C): -0.0468, atom 2 (C): -0.0407, atom 3 (C): -0.0494, atom 4 (C): -0.2049, atom 5 (C): -0.4060, atom 6 (O): -0.2508, atom 7 (O): -0.3378, atom 8 (Si): 0.2710

---

Entry 2:
# C6H8S

One molecule with the formula C6H8S (ωB97M-V/def2-TZVPD, the Open Molecules 2025 dataset).

```
! wB97M-V def2-TZVPD RIJCOSX def2/J DEFGRID3
* xyz 0 1
C 1.2235 -2.2895 0.3304
C 0.3360 -0.9958 0.4329
C -0.7870 -0.6994 1.2846
C -1.5954 0.5623 0.9431
C -1.2763 1.2906 -0.2151
S 0.2042 1.1816 -1.1791
C 1.2474 0.0887 -0.2024
H 0.6291 -3.1296 0.6013
H 1.5021 -2.6121 -0.7119
H 1.9789 -2.2798 1.0891
H -1.3349 -1.4908 1.6585
H -2.5801 0.7831 1.3699
H -2.1645 1.8914 -0.5415
H 2.0305 -0.3779 -0.6719
H 1.7816 0.5682 0.6304
*
```

Results
**Gap between HOMO and LUMO**: 8.361 eV
**SMILES**: CC1=CC=CSC1
**HOMO**: -0.284 hartree
**LUMO energy**: 0.023 hartree
**Energy above the lowest of the compared OMol25 structures with the same formula, charge and spin**: 2.179 eV
**Total energy**: -631.5111 Eh

Löwdin atomic charge list, values in e, 8 entries: atom 1 (C): -0.0761, atom 2 (C): -0.2657, atom 3 (C): -0.0332, atom 4 (C): -0.1534, atom 5 (C): -0.4494, atom 6 (S): 0.8958, atom 7 (C): -0.4750, atom 8 (H): 0.0462

---

Entry 3:
# C3H7NO

C3H7NO as an isolated structure (ωB97M-V/def2-TZVPD, the Open Molecules 2025 dataset).

```
! wB97M-V def2-TZVPD RIJCOSX def2/J DEFGRID3
* xyz 0 1
C -1.3954 -1.2665 -0.0957
C 1.0775 0.8292 0.4395
N 0.4789 1.9781 0.2239
C 1.2106 -0.3302 -0.1789
O -0.5278 -0.4505 -0.8073
H -0.2032 2.0053 -0.5304
H 0.6915 2.7811 0.8020
H -0.8892 -1.8041 0.7332
H -2.2416 -0.7106 0.3388
H -1.8368 -2.0321 -0.7550
H 1.3312 -1.3198 0.2406
H 2.3043 0.3202 -0.4107
*
```

Results
**Gap between HOMO and LUMO (alpha / beta)**: 8.612 / 8.612 eV
**HOMO (alpha / beta)**: -0.291 / -0.291 hartree
**LUMO energy (alpha / beta)**: 0.025 / 0.025 hartree
**Energy above the lowest of the compared OMol25 structures with the same formula, charge and spin**: 6.314 eV
**Total energy**: -248.2945 Eh

Löwdin atomic charge list, values in e, 8 entries: atom 1 (C): -0.2498, atom 2 (C): -0.2237, atom 3 (N): 0.1058, atom 4 (C): -0.0212, atom 5 (O): -0.3150, atom 6 (H): 0.1179, atom 7 (H): 0.1062, atom 8 (H): 0.0686

---

| no. | strongest force on any atom (eV Å⁻¹) |
| --- | --- |
| 1 | 4.30 |
| 2 | 6.12 |
| 3 | 2.69 |